(1)
This record from the Open Molecules 2025 dataset describes a single C6H7IN2O2S molecule in a non-equilibrium geometry. The level of theory is ωB97M-V with the def2-TZVPD basis set.

E_HOMO (Eh): -0.3423
Energy relative to the best compared isomer or geometry (same formula, charge and spin) (kcal/mol): 0.0
E_LUMO (eV): -0.33
HOMO-LUMO gap (eV): 8.99

Structure (ORCA input):
```
! wB97M-V def2-TZVPD RIJCOSX def2/J DEFGRID3
* xyz 0 1
O -0.77 1.03 0.52
H 3.33 -2.21 0.75
O -0.74 1.00 -1.96
H 1.30 -2.90 -0.47
C 1.34 -1.93 0.01
C 1.45 0.55 1.24
H -1.99 3.34 -1.00
S -1.59 1.25 -0.85
C 0.25 -1.09 -0.06
N -2.44 2.49 -0.71
C 2.48 -1.55 0.70
N -2.67 -0.02 -0.67
C 2.53 -0.31 1.31
I -3.69 -0.17 -2.39
H -3.31 0.23 0.07
C 0.31 0.15 0.55
H 1.47 1.52 1.71
H 3.42 0.00 1.85
H -0.65 -1.38 -0.59
*
```

=====

(2)
This record from the Open Molecules 2025 dataset describes 2 unconnected molecules or ions with the total composition C2H6 in a non-equilibrium geometry. The level of theory is ωB97M-V with the def2-TZVPD basis set.

E_HOMO (alpha / beta) (Eh): -0.2999 / -0.3949
Energy relative to the best compared isomer or geometry (same formula, charge and spin) (kcal/mol): 117.9
E_LUMO (alpha / beta) (eV): 0.19 / 0.57
HOMO-LUMO gap (alpha / beta) (eV): 8.35 / 11.31

Structure (ORCA input):
```
! wB97M-V def2-TZVPD RIJCOSX def2/J DEFGRID3
* xyz 0 1
H -0.97 -1.51 -0.01
H -1.30 0.02 -1.21
H 1.51 -0.42 -0.07
C 0.54 0.15 -0.27
C -0.85 -0.38 -0.23
H 0.71 0.91 -0.96
H -1.52 0.14 0.47
H 1.87 1.08 2.27
*
```

=====

(3)
This record from the Open Molecules 2025 dataset describes 2 unconnected molecules or ions with the total composition C5H10O in a non-equilibrium geometry. The level of theory is ωB97M-V with the def2-TZVPD basis set.

E_HOMO (Eh): -0.3237
SMILES string: C=C/C=C/C.O
Energy relative to the best compared isomer or geometry (same formula, charge and spin) (kcal/mol): 37.0
E_LUMO (eV): 1.00
HOMO-LUMO gap (eV): 9.81

Structure (ORCA input):
```
! wB97M-V def2-TZVPD RIJCOSX def2/J DEFGRID3
* xyz 0 1
H 1.60 0.19 1.32
C 0.73 -0.23 -1.25
H -0.97 -3.01 0.24
H -0.69 2.12 1.67
H -0.86 -1.62 -0.45
H -0.79 0.24 -2.70
H -0.43 0.77 2.90
C 0.11 0.56 -0.20
H -0.69 1.25 -0.49
C 0.01 1.42 2.13
H 0.73 1.98 2.71
H 0.36 -0.89 -3.30
H 1.58 -0.85 -0.96
O -1.49 -2.31 -0.19
C 0.67 0.64 1.01
C 0.14 -0.26 -2.45
*
```